Entry 1:
34
Properties=species:S:1:pos:R:3:forces:R:3 method="wB97M-V/def2-TZVPD" s2=0.77 e_lumo_ev="3.15 / 3.06" de_lowest_kj_mol=35.5 total_charge=-1 multiplicity=2
C -2.223478 -2.225479 -0.288519 -0.162 0.730 -0.861
C 0.251113 -1.931410 0.123096 0.290 0.061 -1.206
C -1.059994 -1.704587 0.485148 0.439 -0.331 0.633
C 0.329180 -0.932053 2.134615 0.317 0.290 -0.141
C -1.019715 -1.082074 1.773581 -0.606 0.573 0.075
C 0.772002 -0.322757 3.313017 0.098 0.552 0.226
C -1.999081 -0.443003 2.637595 0.791 -1.011 -0.472
C -0.205252 0.382686 4.100257 0.328 -0.707 -0.360
C -1.535284 0.234403 3.764558 -0.376 0.783 0.137
N 1.097998 -1.414401 1.098567 -0.268 -0.428 0.241
H 0.624214 -2.303282 -0.833654 -0.005 0.025 0.468
H 2.052400 -1.148402 0.954254 0.019 -0.101 0.013
H -2.989264 -2.650102 0.342245 -0.143 -0.531 0.238
H -1.913791 -2.905629 -1.092618 0.066 -0.341 0.500
H 1.823478 -0.304161 3.569781 0.096 0.050 -0.054
H -3.035861 -0.590982 2.438574 -0.700 0.120 -0.004
H 0.109479 1.017955 4.922444 -0.113 -0.139 0.032
H -2.270202 0.780569 4.345054 -0.115 -0.001 0.201
H -2.757238 -1.464297 -0.873824 0.043 0.430 0.262
C -0.152041 -0.488678 -3.826623 0.187 0.181 -0.044
C 1.580158 2.874933 -1.753190 -0.223 -0.757 -1.334
C 2.379096 1.829784 -2.218209 0.125 -0.223 0.189
C 0.213255 2.786503 -1.954507 -0.417 -0.034 0.746
C 1.843439 0.723247 -2.856971 -0.956 0.601 0.019
C -0.343007 1.603124 -2.431412 0.522 0.557 -1.002
C 0.458657 0.638943 -3.033811 -0.117 -0.314 0.629
H 2.056996 3.765918 -1.440411 0.229 0.749 0.585
H 3.446686 1.886646 -2.092704 0.275 0.055 0.058
H -0.472401 3.607970 -1.719595 0.405 -0.277 0.204
H 2.438547 -0.071827 -3.255100 0.526 -0.209 -0.125
H -1.408944 1.532353 -2.502289 -0.459 -0.123 -0.071
H 0.044085 -1.460516 -3.358405 -0.251 0.154 -0.129
H 0.259873 -0.484400 -4.833932 0.367 -0.176 -0.085
H -1.210694 -0.316697 -4.002631 -0.212 -0.211 0.433


Entry 2:
15
Properties=species:S:1:pos:R:3:forces:R:3 method="wB97M-V/def2-TZVPD" e_lumo_ev=0.81 smiles="O=C1NCCCN1" de_lowest_kj_mol=24.5 total_charge=0
O 2.802476 -0.518044 -0.112546 -0.250 0.219 -0.232
C 1.609300 -0.283321 -0.038016 -0.159 -0.191 0.144
N 0.677159 -1.293505 0.072244 0.169 -0.149 -0.100
C -0.713583 -1.071955 -0.275577 -0.202 -0.006 -0.137
C -1.174870 0.138187 0.511678 -0.175 -0.062 -0.052
C -0.316288 1.343091 0.129865 -0.468 -0.078 0.017
N 1.093179 1.002897 -0.018018 0.481 0.565 -0.769
H 1.086035 -2.185639 -0.155325 -0.010 -0.047 0.121
H -0.866834 -0.909404 -1.359132 0.133 -0.013 0.236
H -1.291875 -1.957139 0.001064 0.102 0.069 -0.013
H -1.133347 -0.124036 1.576411 0.197 0.288 -0.162
H -2.212930 0.386441 0.281480 -0.004 -0.076 0.019
H -0.468047 2.127028 0.884795 0.300 -0.090 -0.153
H -0.697164 1.742730 -0.821260 0.070 -0.067 0.136
H 1.606795 1.602671 -0.677660 -0.183 -0.362 0.945


Entry 3:
92
Properties=species:S:1:pos:R:3:forces:R:3 method="wB97M-V/def2-TZVPD" e_lumo_ev=-1.27 de_lowest_kj_mol=0.0 total_charge=0
Ir -0.554151 -0.696197 -0.324910 0.361 0.154 -0.709
S 6.259953 -2.411403 -1.207429 0.036 0.034 -0.031
C 6.464462 -4.105792 -1.197076 0.034 -0.018 0.003
C 5.285043 -4.756644 -1.011707 -0.035 0.037 0.005
C 4.191053 -3.862054 -0.875472 0.000 -0.092 -0.019
C 4.562151 -2.549517 -0.963009 -0.074 0.114 0.025
C 3.702440 -1.365356 -0.841213 -0.097 -0.126 -0.056
C 2.307935 -1.548392 -0.742669 -0.034 0.008 -0.318
N 1.471862 -0.544477 -0.562305 0.113 -0.143 0.965
C 1.955011 0.719030 -0.511112 -0.042 0.101 -0.043
C 3.310473 1.006869 -0.624417 0.125 -0.010 -0.041
C 3.721018 2.383190 -0.550951 -0.041 -0.049 -0.002
C 2.810590 3.367208 -0.379063 -0.049 -0.009 -0.027
C 1.405515 3.076245 -0.267576 -0.006 0.154 0.029
C 0.412057 4.055355 -0.102750 0.119 0.037 -0.046
C -0.906502 3.677094 -0.017227 -0.166 -0.061 0.001
C -1.212127 2.297392 -0.058852 0.054 0.088 -0.028
N -0.301637 1.357681 -0.210594 -0.212 0.167 -0.002
C 0.996164 1.750734 -0.330324 0.095 -0.232 -0.014
C -2.019889 4.626078 0.098141 0.093 -0.071 0.006
C -3.351893 4.364537 -0.067992 -0.065 0.015 -0.032
C -4.161027 5.520532 0.095745 0.027 -0.045 -0.003
C -3.429884 6.631268 0.380518 -0.015 0.031 -0.007
S -1.758284 6.290669 0.453168 0.029 0.018 0.039
C 4.188209 -0.077730 -0.778337 0.117 0.113 -0.030
H 7.447185 -4.528588 -1.328729 -0.013 -0.011 0.000
H 5.194382 -5.831687 -0.971065 -0.003 0.006 -0.003
H 3.173927 -4.191011 -0.715098 0.018 -0.005 0.006
H 1.842418 -2.521377 -0.836066 -0.007 0.007 0.140
H 4.775221 2.614384 -0.636023 -0.003 0.002 0.007
H 3.123556 4.402461 -0.324941 0.004 -0.006 0.002
H 0.696080 5.101067 -0.065639 -0.005 -0.007 -0.011
H -2.229900 1.958732 0.014263 -0.025 0.003 -0.049
H -3.742474 3.389623 -0.328863 -0.014 0.003 -0.001
H -5.236703 5.520767 0.001211 0.008 -0.001 -0.003
H -3.781510 7.635921 0.551055 -0.008 -0.013 0.005
H 5.253342 0.113357 -0.847598 -0.008 -0.002 0.029
C 1.602103 1.482274 -5.505021 -0.014 -0.011 0.012
C 0.393373 1.119875 -4.684070 0.037 -0.004 -0.009
C -0.034991 -0.201929 -4.579797 0.032 -0.020 -0.011
C -1.135999 -0.537814 -3.809488 0.032 0.030 0.128
C -1.821317 0.457805 -3.122272 0.042 0.050 -0.058
C -1.430070 1.783143 -3.239254 -0.038 -0.021 -0.070
C -0.324031 2.105079 -4.012328 -0.025 0.019 0.014
S -3.163820 -0.019497 -2.052454 0.021 0.069 -0.277
O -4.114283 -0.746024 -2.850117 -0.065 0.056 -0.005
O -3.600517 1.205682 -1.420589 0.054 -0.016 0.118
N -2.475942 -1.000192 -0.996992 -0.354 -0.484 0.547
C -2.768320 -2.442204 -1.122215 0.032 0.161 0.036
C -1.483949 -3.230808 -1.272350 0.349 -0.053 0.119
O -1.405692 -4.295243 -1.842235 -0.121 0.051 0.108
O -0.443216 -2.661797 -0.676835 -0.214 -0.093 -0.376
H 1.958561 0.629556 -6.081234 -0.001 0.001 0.002
H 2.420003 1.821165 -4.865530 0.002 0.001 0.005
H 1.374995 2.291524 -6.200368 0.000 -0.003 0.004
H 0.502020 -0.979542 -5.110155 -0.008 -0.002 0.000
H -1.457137 -1.570356 -3.729714 0.010 -0.007 -0.022
H -1.998969 2.551930 -2.734336 -0.006 0.013 0.029
H -0.018971 3.142199 -4.102323 -0.003 -0.004 0.006
H -3.443908 -2.657668 -1.943244 0.014 0.034 -0.055
H -3.242907 -2.800804 -0.204611 -0.057 -0.016 -0.036
C 0.453410 0.752671 2.684561 0.059 0.018 -0.021
Si -0.505802 -0.753036 2.052837 -0.092 0.083 -0.057
C 0.407777 -2.279085 2.814018 -0.053 -0.066 -0.067
C 0.236840 -2.299477 4.340601 -0.022 -0.040 0.025
C 1.909670 -2.155461 2.539828 0.024 0.058 0.054
C -0.054806 -3.639307 2.275329 0.060 -0.003 -0.022
C -2.290114 -0.540747 2.763072 0.024 0.016 0.053
C -3.094788 -1.840507 2.691944 -0.009 0.013 0.046
C -3.053241 0.543617 1.997964 -0.055 -0.030 -0.048
C -2.243668 -0.066847 4.226513 0.003 0.021 0.006
H 0.643853 0.669759 3.756967 -0.015 -0.015 -0.001
H -0.107083 1.676671 2.521940 0.009 0.007 0.014
H 1.422223 0.857266 2.192376 0.022 0.012 0.017
H 0.471508 -1.344444 4.815070 0.014 -0.002 -0.008
H 0.917215 -3.049364 4.760381 -0.010 0.006 -0.011
H -0.772915 -2.588632 4.629594 -0.025 0.016 0.018
H 2.337385 -1.234013 2.944517 -0.012 -0.018 -0.023
H 2.120246 -2.192947 1.476025 0.075 -0.009 -0.091
H 2.436517 -2.996909 3.003969 -0.010 0.017 0.003
H -1.092444 -3.852836 2.531142 -0.041 0.017 -0.016
H 0.559089 -4.429863 2.724417 -0.025 0.009 0.019
H 0.043434 -3.706879 1.193326 0.015 -0.008 0.036
H -3.114728 -2.249119 1.682226 -0.002 -0.005 -0.003
H -4.131507 -1.653554 2.994305 0.011 -0.001 -0.008
H -2.693730 -2.604565 3.359227 0.007 -0.014 -0.002
H -3.208756 0.279427 0.952384 0.006 0.028 0.034
H -2.541124 1.508390 2.055662 -0.013 -0.010 0.048
H -4.039758 0.680105 2.456247 0.013 0.000 0.002
H -1.785413 -0.785606 4.899536 0.024 -0.031 0.032
H -3.269315 0.097877 4.576118 0.006 -0.003 -0.014
H -1.711085 0.881088 4.330333 -0.018 -0.003 -0.007


Entry 4:
115
Properties=species:S:1:pos:R:3:forces:R:3 method="wB97M-V/def2-TZVPD" e_lumo_ev="0.57 / 0.57" de_lowest_kj_mol=53.4 total_charge=-1
Pb 0.109894 -0.145456 -0.226613 0.291 0.293 -0.740
Cl -6.087835 1.834088 -6.493324 0.017 -0.029 -0.073
C -5.248251 1.438006 -5.019723 0.058 -0.072 0.085
C -4.554410 2.422083 -4.340868 -0.030 0.072 0.013
C -3.900060 2.111319 -3.162209 0.009 -0.117 0.124
C -3.947675 0.824982 -2.587468 0.000 -0.027 -0.034
C -4.583657 -0.162316 -3.363530 -0.027 0.049 0.042
C -5.237364 0.135844 -4.549508 -0.003 -0.034 0.002
C -3.213744 0.527295 -1.340726 0.065 -0.016 0.191
C -2.703392 1.614287 -0.562354 0.064 -0.120 -0.068
C -3.431195 2.847000 -0.285107 -0.026 0.142 -0.026
C -2.697015 3.549050 0.608304 -0.071 -0.003 -0.104
C -1.494992 2.775832 0.859902 0.201 0.052 0.194
C -0.428842 3.174862 1.663324 -0.159 -0.081 -0.159
C -0.456678 4.564678 2.201379 0.053 -0.005 0.013
C -0.375175 4.795517 3.575675 -0.032 -0.005 -0.025
C -0.384500 6.082026 4.091757 0.025 -0.010 0.044
C -0.469940 7.158360 3.224251 -0.019 -0.072 -0.026
Cl -0.471309 8.778580 3.863544 0.000 0.016 0.006
C -0.556191 6.963279 1.857092 -0.002 0.009 -0.051
C -0.551562 5.669241 1.355050 0.044 -0.013 0.008
C 0.690950 2.369009 2.024991 0.279 -0.110 -0.061
N 0.807895 1.042233 1.809626 -0.386 0.138 0.390
C 2.005521 0.637789 2.320554 0.093 -0.046 0.025
C 2.422252 -0.704488 2.377921 -0.150 0.087 -0.015
C 3.822665 -1.000375 2.789177 0.057 0.043 -0.007
C 4.335991 -0.653726 4.036682 -0.049 -0.038 -0.012
C 5.662067 -0.908656 4.354926 0.007 0.011 0.041
C 6.481670 -1.511320 3.414801 -0.101 0.022 -0.032
Cl 8.148942 -1.817858 3.810384 0.029 -0.007 0.009
C 5.994938 -1.877074 2.170278 0.027 -0.034 -0.007
C 4.664784 -1.627749 1.868558 -0.067 0.024 -0.044
C 1.605617 -1.814721 2.081573 0.134 -0.056 0.022
C 1.890229 -3.173312 2.464542 0.049 0.103 0.009
C 0.803896 -3.911551 2.119937 -0.127 -0.028 -0.097
C -0.140673 -3.008731 1.499540 0.331 -0.050 -0.040
N 0.386128 -1.761833 1.486897 -0.487 -0.121 0.246
C -1.404934 -3.380705 0.964732 -0.164 0.194 -0.146
C -2.276498 -2.548573 0.259179 0.121 -0.175 0.125
C -3.638281 -2.871090 -0.108958 -0.045 0.031 -0.123
C -4.119180 -1.815754 -0.814224 -0.030 -0.162 0.026
C -3.070411 -0.813728 -0.852732 0.198 0.136 -0.095
N -1.992218 -1.288824 -0.199287 -0.327 0.100 0.138
C -1.847867 -4.787404 1.174194 0.025 -0.027 0.043
C -1.953327 -5.330482 2.454973 -0.047 0.035 -0.003
C -2.356228 -6.642787 2.649449 0.011 0.002 0.058
C -2.658787 -7.428513 1.549984 0.022 0.096 -0.015
Cl -3.156354 -9.080374 1.785006 -0.012 -0.021 0.003
C -2.570523 -6.916711 0.267037 -0.026 -0.018 -0.050
C -2.168431 -5.601259 0.087940 0.059 -0.002 0.024
C 2.722405 1.787954 2.820545 0.033 -0.088 -0.038
C 1.897882 2.856071 2.664933 -0.107 0.046 -0.071
N -1.571506 1.603347 0.153724 -0.253 0.023 0.214
H -4.513406 3.427778 -4.741815 0.020 -0.035 0.027
H -3.310399 2.882221 -2.693271 0.042 0.044 0.030
H -4.556674 -1.193730 -3.047133 0.007 0.024 -0.087
H -5.728395 -0.644295 -5.117942 0.033 -0.013 0.019
H -4.420222 3.087640 -0.645401 0.055 -0.017 -0.046
H -2.958182 4.482820 1.084086 -0.008 -0.073 -0.023
H -0.313273 3.948269 4.248107 0.014 0.024 -0.014
H -0.323366 6.251362 5.159062 -0.012 -0.004 -0.033
H -0.614441 7.814437 1.191010 -0.008 -0.023 0.025
H -0.606655 5.511240 0.284411 0.009 0.001 0.031
H 3.684849 -0.196038 4.772325 0.031 0.012 -0.029
H 6.059017 -0.643511 5.326369 -0.009 -0.014 -0.029
H 6.647611 -2.345474 1.443894 -0.029 0.025 0.024
H 4.265445 -1.909013 0.898364 0.038 0.020 0.050
H 2.789593 -3.508227 2.958590 -0.046 -0.013 -0.037
H 0.671066 -4.974221 2.248492 0.002 0.045 0.025
H -4.172764 -3.764855 0.176860 0.014 0.062 -0.007
H -5.128934 -1.684709 -1.171996 0.050 -0.012 0.054
H -1.729011 -4.707496 3.312434 0.022 -0.021 -0.025
H -2.437200 -7.053483 3.647790 -0.006 0.009 -0.041
H -2.807302 -7.543320 -0.583216 0.014 0.015 0.031
H -2.081611 -5.198655 -0.913887 0.006 -0.013 0.026
H 3.722210 1.787202 3.226584 -0.058 0.001 -0.006
H 2.102118 3.883008 2.926804 0.003 -0.041 0.014
S 7.730988 -1.765754 -2.700587 0.092 -0.029 -0.045
C 6.184426 -1.373180 -2.289463 -0.117 0.087 0.029
S 5.675766 0.182667 -1.780106 -0.084 -0.132 -0.023
C 3.978716 -0.187794 -1.461681 0.101 0.027 0.016
C 3.564662 -1.483354 -1.708956 0.083 0.168 -0.042
S 2.067797 -2.251452 -1.498087 0.257 -0.232 0.002
S 4.873089 -2.508074 -2.313154 -0.058 0.082 0.058
S 3.057719 1.043790 -0.686429 0.259 -0.202 -0.008
C 1.171309 3.958348 -2.058478 -0.007 -0.186 -0.015
C 2.480354 3.203459 -2.242163 0.031 0.053 0.166
C 3.592741 3.862087 -1.440486 -0.040 -0.204 -0.004
O 2.211265 1.817532 -1.892237 -0.110 0.232 -0.055
H 1.243156 4.957683 -2.498880 -0.021 -0.056 0.069
H 0.945905 4.043017 -0.989575 0.006 0.023 -0.068
H 0.356644 3.412053 -2.536045 -0.010 0.022 -0.028
H 2.753935 3.188234 -3.300466 -0.005 -0.030 -0.033
H 3.365934 3.815078 -0.372193 0.039 0.071 -0.036
H 3.670250 4.910643 -1.737500 -0.012 -0.053 -0.027
H 4.554224 3.376289 -1.605600 0.016 0.027 0.019
C -1.719284 1.620417 -6.440308 -0.015 0.013 -0.033
N -1.845868 0.244219 -6.021494 -0.014 -0.163 0.037
C -1.179253 -0.320254 -4.968443 -0.191 -0.073 -0.118
Se 0.040840 0.413714 -3.842723 -0.056 0.237 -0.072
N -1.588959 -1.619704 -4.928035 -0.063 -0.061 -0.018
C -2.476057 -1.904700 -5.951156 0.056 0.064 0.071
C -3.137902 -3.059549 -6.325490 -0.020 -0.042 0.050
C -3.970115 -2.984639 -7.438018 0.018 -0.043 0.050
C -4.122599 -1.796536 -8.147997 -0.002 0.087 -0.005
C -3.452259 -0.637234 -7.769451 -0.038 0.063 -0.019
C -2.635025 -0.711315 -6.656499 0.076 0.119 0.060
H -1.223361 2.167629 -5.642734 0.005 0.000 0.034
H -2.709853 2.040928 -6.618178 0.010 -0.023 0.012
H -1.120106 1.694339 -7.349578 0.002 -0.015 -0.009
H -1.231930 -2.254625 -4.235371 0.066 -0.007 0.054
H -3.011529 -3.982860 -5.772997 -0.016 0.036 -0.036
H -4.506819 -3.868529 -7.759442 0.024 0.021 0.014
H -4.777447 -1.771483 -9.010030 0.027 0.001 0.025
H -3.570972 0.287746 -8.318989 -0.023 -0.023 0.019


Entry 5:
16
Properties=species:S:1:pos:R:3:forces:R:3 method="wB97M-V/def2-TZVPD" e_lumo_ev=0.81 de_lowest_kj_mol=377.0 total_charge=0
C 0.911150 0.697850 -1.230717 -2.034 -1.383 -0.571
C -0.547786 -1.320572 2.030955 2.143 1.607 -1.418
C -0.225901 -0.372951 -0.265846 4.600 4.684 -4.017
N -1.479950 -0.477919 -0.750963 -1.396 -0.573 0.270
C 0.425198 -0.473438 0.831093 -3.488 -4.571 5.563
O 1.980589 1.352781 -0.617962 -0.469 -0.613 0.341
O -0.005166 1.626991 -1.771009 0.066 0.076 -0.068
H 1.638984 1.838868 0.143999 -0.044 -0.015 -0.001
H 0.471348 2.238500 -2.350142 0.012 -0.162 0.124
H 1.357799 0.083843 -2.024611 0.029 0.146 0.187
H -1.609083 -0.403467 -1.749420 0.363 0.168 0.164
H -2.172561 0.073481 -0.261368 0.028 -0.181 0.019
H 1.453976 -0.412510 1.127076 0.162 0.598 -0.541
H -1.224587 -0.582769 2.458953 0.018 -0.109 0.178
H 0.143344 -1.701331 2.778436 -0.091 0.116 0.233
H -1.117354 -2.167358 1.651527 0.100 0.213 -0.464


Entry 6:
16
Properties=species:S:1:pos:R:3:forces:R:3 method="wB97M-V/def2-TZVPD" e_lumo_ev=-0.07 de_lowest_kj_mol=226.6 total_charge=0
O -2.149664 -1.856825 1.363140 2.717 -0.104 -0.896
O 0.145656 -1.463816 1.437661 -4.638 -3.050 0.682
C -1.061821 -1.712607 0.792370 -0.415 1.735 1.721
C -1.000415 -1.534335 -0.718943 0.447 -0.932 -0.412
H 0.844895 -1.159614 0.796928 -1.335 -0.872 0.781
H -1.520683 -0.639750 -1.100587 0.011 -0.483 0.497
H -1.481939 -2.430219 -1.145717 0.139 0.477 -0.057
H 0.048472 -1.503070 -1.058754 -0.515 -0.066 -0.067
O 1.511370 -0.205628 0.397207 4.203 6.580 -3.514
O 2.306722 1.709854 -0.622621 -0.321 -0.396 0.918
C 1.354134 0.975663 0.026201 -1.152 -1.593 -0.351
C -0.022745 1.643866 0.119324 0.597 0.747 0.424
H 2.087381 2.674109 -0.741370 -0.132 -1.570 0.319
H -0.770659 1.233330 -0.579743 0.646 -0.014 0.280
H 0.125178 2.712299 -0.111290 -0.422 -0.332 0.129
H -0.415882 1.556742 1.146194 0.169 -0.127 -0.453


no.,total energy (Ha)
1,-674.59634
2,-341.99431
3,-3526.97875
4,-9063.55257
5,-362.94196
6,-458.14685